Entry 1:
{
  "formula": "C3H3F",
  "method": "ωB97M-V/def2-TZVPD",
  "symbols": ["C", "C", "C", "F", "H", "H", "H"],
  "xyz": [[0.613, 0.342, 0.140], [-0.039, 1.358, -0.597], [-0.090, -0.823, 0.113], [-1.317, 1.330, -0.342], [1.569, 0.426, 0.502], [0.244, -1.850, 0.638], [-0.980, -0.783, -0.453]],
  "forces_ev_per_angstrom": [[-2.8234, -2.6886, 0.0576], [1.0080, 1.9490, -1.1810], [2.2784, -1.5475, 1.9969], [-0.8912, -0.0201, 0.1176], [2.1006, 0.3628, 0.7677], [-0.6275, 2.5401, -1.6208], [-1.0449, -0.5957, -0.1381]],
  "nbo_charge": [-0.418, 0.360, -0.264, -0.324, 0.231, 0.218, 0.197],
  "e_lumo_ev": -0.46,
  "largest_force_ha_per_bohr": 0.076,
  "relative_energy_ev": 1.834,
  "gap_ha": 0.3078
}

Entry 2:
{
  "formula": "C3H3F2FeNO13S2",
  "method": "ωB97M-V/def2-TZVPD",
  "symbols": ["Fe", "N", "S", "O", "O", "F", "S", "O", "O", "F", "O", "C", "O", "O", "H", "O", "C", "O", "O", "H", "O", "C", "O", "O", "H"],
  "xyz": [[-0.135, -0.604, -0.085], [0.276, 1.179, 0.466], [1.290, 2.282, 0.182], [2.410, 2.205, 1.150], [0.955, 3.391, -0.657], [1.885, 1.352, -0.958], [-0.561, 2.289, 1.417], [-1.290, 3.279, 0.625], [0.076, 2.718, 2.606], [-1.686, 1.346, 2.100], [-3.519, 0.711, -1.890], [-2.407, 0.239, -1.336], [-2.269, -0.299, -0.229], [-1.287, 0.186, -1.816], [-3.044, 0.935, -2.694], [1.077, -3.222, -2.855], [0.693, -2.382, -1.925], [-0.175, -2.496, -1.086], [1.099, -1.216, -1.726], [0.499, -3.973, -2.703], [1.510, -1.884, 3.332], [0.949, -1.501, 2.122], [-0.279, -1.353, 1.881], [1.541, -1.165, 1.102], [2.392, -2.016, 2.977]],
  "forces_ev_per_angstrom": [[-0.8827, -3.0052, -1.8959], [-4.4743, 3.1981, 3.8825], [10.8238, -1.1366, -4.3664], [-2.6976, 1.6807, -1.5258], [-0.1564, 0.5866, 1.7413], [1.0786, -0.3941, -0.9369], [-7.3486, -0.1102, 2.1507], [0.9876, -2.2002, 1.3132], [1.3035, 0.3548, -0.1086], [0.7881, 0.2828, -1.4224], [1.1769, -0.3269, 0.1431], [1.7612, -2.1547, 3.2603], [-3.9180, -1.1196, 5.2639], [3.3179, 2.3333, -6.3947], [-0.8104, 0.8191, -1.3753], [0.0587, -0.1633, 0.0165], [0.4835, 4.9057, 1.6010], [-5.7011, -5.9489, 3.0029], [4.7319, 2.7800, -3.0641], [-0.1232, -0.5894, -0.2149], [-1.0841, 0.4627, -2.7799], [-2.8082, 1.0883, -0.5414], [-3.0054, -0.9469, 2.9121], [5.5380, -0.2648, -1.2996], [0.9602, -0.1311, 0.6381]],
  "mulliken_spin": [4.302, 0.031, 0.004, 0.012, 0.012, 0.004, 0.007, 0.008, 0.011, 0.000, 0.004, -0.027, 0.125, 0.092, 0.003, 0.004, -0.021, 0.096, 0.141, 0.001, 0.004, -0.021, 0.117, 0.087, 0.002],
  "e_lumo_ev": [2.42, 1.64],
  "largest_force_ha_per_bohr": 0.228,
  "relative_energy_ev": 3.784,
  "spin_multiplicity": 6,
  "charge": -1,
  "gap_ha": [0.3283, 0.2948]
}

Entry 3:
{
  "formula": "C3H3F2O4S",
  "method": "ωB97M-V/def2-TZVPD",
  "symbols": ["C", "C", "C", "O", "O", "O", "O", "F", "F", "S", "H", "H", "H"],
  "xyz": [[-0.517, 0.746, 0.724], [-1.706, 0.130, -1.234], [1.375, -1.104, 0.448], [0.591, 1.282, 1.228], [-1.530, 0.681, 1.372], [2.869, 0.907, -0.236], [-0.502, 0.518, -0.539], [0.769, -1.712, 1.558], [2.390, -1.999, 0.105], [2.190, 0.353, 1.001], [-1.331, -0.448, -2.101], [-2.157, 1.034, -1.626], [-2.440, -0.387, -0.700]],
  "forces_ev_per_angstrom": [[-1.2044, 1.2239, 1.4742], [2.0045, 0.8923, -1.4048], [-0.4815, -1.1346, -0.9102], [1.5566, -1.2309, -0.1712], [-0.8145, -0.3372, 0.8763], [-1.0407, -1.1764, 1.9728], [-0.1018, -0.2659, -2.8759], [0.1943, 0.1294, 0.4894], [0.3710, -0.1082, 0.0611], [0.6331, 2.5328, -1.3255], [-0.3008, 0.1177, 0.5651], [-0.1554, 0.2936, -0.0415], [-0.6603, -0.9365, 1.2902]],
  "nbo_charge": [0.991, -0.249, 0.015, -0.710, -0.676, -0.916, -0.487, -0.413, -0.404, 1.293, 0.188, 0.170, 0.198],
  "e_lumo_ev": [3.73, 3.73],
  "largest_force_ha_per_bohr": 0.057,
  "relative_energy_ev": 3.646,
  "charge": -1,
  "gap_ha": [0.2501, 0.2501]
}

Entry 4:
{
  "formula": "C3H3F3",
  "method": "ωB97M-V/def2-TZVPD",
  "symbols": ["C", "C", "C", "F", "F", "F", "H", "H", "H"],
  "xyz": [[-0.192, 0.015, -0.240], [0.320, -0.726, -1.187], [-0.014, 0.355, 1.182], [-1.374, 1.124, -1.140], [-0.105, -0.586, -2.419], [1.284, -1.589, -1.032], [-0.512, 1.346, 1.428], [1.070, 0.371, 1.362], [-0.475, -0.311, 2.048]],
  "forces_ev_per_angstrom": [[-1.9469, 1.7162, 3.1952], [0.0680, -0.2712, -1.5800], [-0.9340, -0.0825, 1.3208], [-0.0851, 0.3368, 0.1483], [1.0390, -1.1941, 0.3383], [0.3166, -0.4237, -0.8724], [0.8200, -0.9448, -0.6352], [-0.1449, 0.2510, 0.3566], [0.8673, 0.6122, -2.2717]],
  "mulliken_spin": [0.966, 0.455, -0.042, 0.374, 0.069, 0.068, 0.038, 0.033, 0.039],
  "e_lumo_ev": [0.56, -3.23],
  "largest_force_ha_per_bohr": 0.080,
  "relative_energy_ev": 1.262,
  "spin_multiplicity": 3,
  "gap_ha": [0.2915, 0.2772]
}

Entry 5:
{
  "formula": "C3H3F3O4",
  "method": "ωB97M-V/def2-TZVPD",
  "symbols": ["C", "C", "C", "O", "O", "O", "O", "F", "F", "F", "H", "H", "H"],
  "xyz": [[0.550, -0.938, 0.538], [0.376, 1.180, -0.410], [-0.826, -1.631, 0.480], [1.550, -1.456, 0.943], [-0.711, 1.672, 0.189], [0.255, 0.866, -1.702], [1.541, 1.718, -0.021], [-0.826, -2.968, 0.424], [-1.572, -1.267, 1.535], [-1.493, -1.210, -0.622], [-0.470, 2.103, 1.024], [-0.662, 0.643, -1.911], [2.287, 1.289, -0.465]],
  "forces_ev_per_angstrom": [[0.4562, 2.4058, -0.9992], [0.5327, -3.1748, 1.6770], [-0.4955, -0.5990, 0.0491], [-0.6686, -0.0414, -0.1283], [0.0634, 0.5659, -0.3888], [0.1353, 0.6986, -0.0015], [-0.3749, 0.2781, -0.3921], [0.2227, 0.0532, 0.0923], [0.1631, 0.0885, 0.0838], [0.1355, 0.0981, -0.0733], [0.0729, -0.1921, -0.1239], [-0.0281, -0.0937, 0.1707], [-0.2148, -0.0871, 0.0343]],
  "nbo_charge": [0.261, 0.884, 0.855, -0.520, -0.679, -0.678, -0.683, -0.315, -0.321, -0.346, 0.512, 0.516, 0.515],
  "e_lumo_ev": 0.34,
  "largest_force_ha_per_bohr": 0.071,
  "relative_energy_ev": 0.000,
  "gap_ha": 0.3033
}

Entry 6:
{
  "formula": "C3H3F4NO2",
  "method": "ωB97M-V/def2-TZVPD",
  "symbols": ["C", "C", "C", "N", "O", "O", "F", "F", "F", "F", "H", "H", "H"],
  "xyz": [[1.797, -0.351, 0.392], [0.546, -0.803, -0.088], [-0.823, -1.022, 0.616], [-0.433, 1.778, -0.595], [2.526, 0.492, 0.784], [1.598, -1.625, 0.430], [0.392, -0.741, -1.463], [-0.814, -0.512, 1.874], [-1.857, -0.537, -0.015], [-1.082, -2.310, 0.680], [-0.767, 2.741, -0.342], [-1.239, 1.135, -0.797], [0.155, 1.755, -1.477]],
  "forces_ev_per_angstrom": [[0.2182, 3.5918, 1.9630], [-1.7798, 0.7874, -1.8375], [0.5801, 0.2023, 1.0880], [-0.4190, -0.1671, -1.1953], [0.3773, -0.5291, -0.4805], [0.3433, -3.0942, -0.5020], [0.0144, -0.9167, 1.2255], [0.3493, -0.3520, -0.8624], [-0.6903, 1.0576, -0.8325], [0.5735, -1.3153, 0.4441], [0.4973, -1.4590, -0.7627], [0.9866, 1.5927, 0.2219], [-1.0508, 0.6017, 1.5305]],
  "nbo_charge": [0.747, 0.392, 0.948, -1.122, -0.479, -0.392, -0.313, -0.307, -0.297, -0.300, 0.381, 0.370, 0.373],
  "e_lumo_ev": 0.60,
  "largest_force_ha_per_bohr": 0.080,
  "smiles": "O=C1O[C@@]1(F)C(F)(F)F.N",
  "relative_energy_ev": 1.746,
  "gap_ha": 0.4014
}